1.
38
Properties=species:S:1:pos:R:3 method="wB97M-V/def2-TZVPD" de_lowest_ev=12.357 total_energy_ev=-26434.19793 total_charge=0 e_lumo_ev=0.50 smiles="Cc1nc2ccccc2n1CC(=O)OCC(=O)NC1CC1" orbital_gap_ev=8.60 largest_force_ha_per_bohr=0.272
C 1.81 -1.16 2.20
C 2.19 -1.52 0.87
N 3.38 -1.61 0.36
C 3.43 -2.16 -0.85
C 4.60 -2.38 -1.68
C 4.12 -3.07 -2.96
C 2.75 -3.35 -3.23
C 1.78 -2.80 -2.55
C 2.16 -2.36 -1.31
N 1.37 -2.00 -0.07
C -0.11 -2.02 -0.19
C -0.46 -0.52 -0.37
O 0.24 0.48 -0.53
O -1.91 -0.43 0.09
C -2.22 1.01 0.19
C -1.57 1.61 1.56
O -0.80 0.95 2.16
N -1.98 3.03 1.46
C -2.85 3.58 0.72
C -3.43 4.86 1.34
C -4.31 3.39 0.90
H 1.28 -1.95 2.57
H 1.26 -0.16 2.02
H 2.62 -1.00 2.75
H 5.53 -2.40 -1.48
H 4.91 -3.23 -3.67
H 2.42 -3.55 -4.37
H 0.78 -2.94 -2.78
H -0.42 -2.31 1.07
H -0.55 -2.56 -0.85
H -3.39 0.72 0.46
H -2.10 1.31 -0.67
H -1.49 3.43 2.15
H -2.36 3.84 -0.12
H -3.60 5.90 0.58
H -3.42 5.05 2.43
H -5.00 3.58 0.04
H -4.67 2.75 1.75


2.
37
Properties=species:S:1:pos:R:3 method="wB97M-V/def2-TZVPD" de_lowest_ev=3.992 total_energy_ev=-23278.08990 total_charge=0 e_lumo_ev=0.01 orbital_gap_ev=8.50 largest_force_ha_per_bohr=0.109
C -0.88 -1.79 1.51
N -0.94 -0.83 0.41
C -0.68 0.57 0.55
N -0.31 1.08 -0.66
C -0.19 0.23 -1.80
C -1.09 -0.15 -2.72
C -0.41 -1.15 -3.54
C -0.93 -1.80 -4.79
N 0.85 -1.29 -3.22
N 1.00 -0.37 -2.17
C 2.35 -0.02 -1.67
C 2.63 -0.60 -0.32
C 2.56 -2.03 -0.11
N 2.23 -3.13 -0.03
C -0.80 1.30 1.88
C 0.26 2.18 2.19
C 0.24 3.00 3.32
C -0.91 2.91 4.25
C -1.86 1.93 4.01
C -1.81 1.05 2.92
H -1.92 -1.93 1.81
H -0.18 -1.52 2.36
H -0.52 -2.74 1.06
H -0.63 -1.27 -0.44
H -2.05 0.14 -2.88
H -1.36 -2.81 -4.52
H -0.08 -2.10 -5.58
H -1.50 -1.13 -5.31
H 2.48 1.09 -1.80
H 3.12 -0.38 -2.40
H 1.90 -0.23 0.31
H 3.58 -0.17 0.01
H 1.09 2.25 1.58
H 0.95 3.83 3.31
H -0.92 3.58 5.15
H -2.66 1.95 4.69
H -2.61 0.32 2.63


3.
49
Properties=species:S:1:pos:R:3 method="wB97M-V/def2-TZVPD" de_lowest_ev=1.510 total_energy_ev=-108789.47674 total_charge=-1 e_lumo_ev="1.85 / 1.45" orbital_gap_ev="6.73 / 6.93" largest_force_ha_per_bohr=0.012 multiplicity=2
Ru 0.26 0.45 0.39
S 1.24 -1.32 1.61
C 2.74 -1.56 0.77
C 3.68 -2.46 1.38
N 4.43 -3.16 1.89
C 3.00 -0.98 -0.43
S 1.87 0.10 -1.19
C 4.20 -1.27 -1.15
N 5.17 -1.48 -1.74
N 0.52 1.81 2.23
C -0.90 2.07 2.56
C -1.24 3.05 3.68
C -2.26 4.12 3.27
C -3.43 3.71 2.35
N -3.98 2.39 2.56
C -4.27 1.52 1.54
N -4.38 1.80 0.28
N -4.49 0.23 1.96
C -1.53 0.68 2.76
O -2.19 0.41 3.77
O -1.31 -0.10 1.79
H 1.01 1.35 2.99
H 1.00 2.67 1.98
H -1.32 2.44 1.62
H -0.34 3.55 4.05
H -1.63 2.46 4.51
H -1.74 4.92 2.72
H -2.65 4.59 4.18
H -3.10 3.76 1.32
H -4.22 4.47 2.46
H -3.83 1.95 3.46
H -4.36 2.80 0.10
H -3.36 0.81 -0.73
H -3.86 -0.10 2.69
H -4.58 -0.41 1.18
N -2.43 0.40 -0.99
C -1.31 0.26 -0.69
C 1.02 2.42 -4.12
S -0.54 1.58 -3.76
C -1.35 2.81 -2.80
C -1.01 3.24 -1.57
S 0.33 2.69 -0.59
S -1.96 4.57 -0.96
C -3.13 4.66 -2.24
S -4.38 5.73 -2.25
S -2.75 3.58 -3.53
H 1.56 1.76 -4.80
H 1.60 2.55 -3.20
H 0.84 3.37 -4.60


4.
39
Properties=species:S:1:pos:R:3 method="wB97M-V/def2-TZVPD" de_lowest_ev=0.000 total_energy_ev=-29606.95096 total_charge=0 e_lumo_ev=0.74 smiles="COC(=O)[C@]1(C)Cc2cc(OC(C)=O)c(OC(C)=O)cc2N1" orbital_gap_ev=8.54 largest_force_ha_per_bohr=0.015
C -1.56 -3.27 2.74
O -0.68 -2.15 2.75
C -1.07 -1.04 3.37
O -2.11 -0.93 3.97
C -0.05 0.09 3.22
C 0.37 0.55 4.62
C -0.70 1.21 2.38
C -0.14 0.96 1.01
C -0.49 1.50 -0.21
C 0.21 1.10 -1.34
O -0.06 1.60 -2.61
C -1.33 1.68 -3.06
C -1.32 2.06 -4.51
O -2.30 1.46 -2.39
C 1.25 0.18 -1.23
O 2.00 -0.19 -2.34
C 1.38 -0.70 -3.42
C 2.36 -0.85 -4.56
O 0.22 -1.00 -3.47
C 1.62 -0.36 0.00
C 0.91 0.04 1.12
N 1.11 -0.31 2.43
H -2.37 -3.10 3.45
H -0.99 -4.15 3.01
H -1.97 -3.38 1.73
H 1.06 1.39 4.54
H -0.51 0.85 5.18
H 0.86 -0.26 5.15
H -1.79 1.16 2.41
H -0.40 2.19 2.75
H -1.30 2.21 -0.29
H -0.52 2.76 -4.72
H -2.28 2.48 -4.78
H -1.16 1.15 -5.09
H 1.97 -1.56 -5.29
H 3.32 -1.19 -4.17
H 2.50 0.12 -5.03
H 2.43 -1.07 0.05
H 1.52 -1.21 2.64


5.
46
Properties=species:S:1:pos:R:3 method="wB97M-V/def2-TZVPD" de_lowest_ev=0.000 total_energy_ev=-130969.84709 total_charge=-1 e_lumo_ev="2.66 / 2.05" orbital_gap_ev="7.48 / 7.56" largest_force_ha_per_bohr=0.077 multiplicity=6
Ru 0.65 1.54 0.79
Cl 0.87 3.51 2.03
C 0.16 -4.34 2.28
Cl -0.18 -5.47 3.47
H 1.09 -4.39 1.66
H -0.40 -3.41 2.19
O 3.34 -0.54 0.69
As 2.07 -1.18 -0.28
O 1.99 -2.78 -0.05
O 0.64 -0.36 0.09
C 2.47 -0.69 -2.09
C 2.93 -1.66 -2.89
C 3.07 -1.41 -4.22
C 2.81 -0.22 -4.86
C 2.62 0.84 -4.02
C 2.48 0.63 -2.62
S 2.15 2.12 -1.67
O 2.87 3.18 -2.33
O 0.70 2.24 -1.71
O 2.55 1.82 -0.25
H 3.47 0.39 0.47
H 3.05 -2.70 -2.41
H 3.39 -2.18 -4.87
H 2.98 -0.08 -5.93
H 2.47 1.88 -4.32
O 1.82 0.30 2.93
H 1.34 -0.40 3.35
H 2.50 -0.19 2.42
C -2.75 2.60 -0.65
C -3.22 1.70 0.42
C -4.54 1.19 0.44
C -5.04 0.29 1.38
C -4.16 -0.32 2.25
C -2.83 0.02 2.25
C -1.77 -0.82 2.92
C -2.37 1.05 1.40
N -1.03 1.25 1.34
H -3.51 2.80 -1.47
H -1.84 2.36 -1.12
H -2.50 3.70 -0.30
H -5.23 1.60 -0.30
H -6.08 0.11 1.43
H -4.49 -0.99 3.02
H -2.21 -1.52 3.63
H -1.13 -0.09 3.37
H -1.22 -1.40 2.13


6.
42
Properties=species:S:1:pos:R:3 method="wB97M-V/def2-TZVPD" total_energy_ev=-110001.53376 total_charge=+3 e_lumo_ev="-10.57 / -10.54" orbital_gap_ev="6.09 / 6.12" largest_force_ha_per_bohr=0.034 multiplicity=3
Pr -0.26 0.12 0.60
O 2.32 0.23 -3.11
C 1.84 0.18 -1.91
O 0.64 0.15 -1.62
C 2.86 0.14 -0.79
C 4.24 0.13 -0.97
C 5.02 0.14 0.18
C 4.43 0.11 1.45
C 3.05 0.11 1.52
N 2.29 0.11 0.41
C 2.22 0.01 2.81
O 2.73 -0.04 3.98
O 0.99 0.01 2.64
H 1.63 0.21 -3.81
H 4.68 0.11 -1.96
H 6.10 0.16 0.14
H 5.04 0.08 2.36
H 3.70 -0.01 4.09
C -2.76 -3.78 0.85
As -1.87 -2.51 -0.28
C -0.43 -3.45 -1.23
C -3.11 -2.10 -1.71
H -2.96 -4.65 0.24
H -3.69 -3.36 1.18
H -2.14 -3.97 1.72
H -0.86 -4.31 -1.77
H 0.32 -3.80 -0.53
H 0.02 -2.77 -1.96
H -3.46 -3.07 -2.08
H -2.60 -1.53 -2.47
H -3.96 -1.55 -1.35
I -5.64 3.43 0.35
C -3.55 3.40 0.33
C -2.80 4.59 0.25
C -1.41 4.52 0.21
C -0.83 3.27 0.35
N -1.54 2.14 0.49
C -2.90 2.20 0.42
H -3.31 5.54 0.14
H -0.80 5.40 0.07
H 0.25 3.15 0.30
H -3.47 1.27 0.47